ORCA calculation (ωB97M-V with the def2-TZVPD basis set) on an isolated ion of composition C2H3ClN3S and charge +1.

Properties
Charge: +1
2S+1: 1
HOMO-LUMO gap, eV: 9.51
Relative energy (zero: lowest compared OMol25 entry of this formula, charge and spin), eV: 1.060

```
10
Properties=species:S:1:pos:R:3:forces:R:3
C 2.73331 0.47359 -0.00878 -3.0 -3.9 -0.6
C 0.10230 -0.00010 0.03949 -1.3 0.9 0.1
N 1.82576 -1.72307 0.11839 -3.6 -0.2 -0.2
N 3.01199 -1.94407 0.14003 3.0 -1.8 0.0
N 1.43482 -0.50300 -0.04255 5.0 3.2 1.0
S 4.01333 -0.63874 -0.01386 -0.9 2.2 0.2
Cl 2.49062 2.09429 -0.07989 0.5 0.0 0.0
H -0.51225 -0.33602 0.93900 1.2 0.2 -1.2
H 0.28500 1.09896 0.10191 -0.8 -0.8 -0.1
H -0.39712 -0.23485 -0.92026 0.0 0.2 0.7
```
Forces are in eV/Å.

These are the Mulliken partial charges, in e, on atoms 1 to 6: C 0.4663; C -0.5766; N -0.2851; N -0.1449; N 0.4609; S 0.2848